1.
103
Properties=species:S:1:pos:R:3 method="wB97M-V/def2-TZVPD" mol_weight_g_mol=858.935 s2=0.834 spin_multiplicity=2 lumo_ha="0.14421 / 0.14423" homo_energy_ev="-2.320 / -2.324" total_charge=-2
V -0.763 0.194 -0.725
S -0.362 2.754 -1.278
S 2.263 -2.339 0.450
O -1.061 -1.498 -2.656
O -1.407 1.954 3.543
O -5.436 4.829 -5.314
O -2.673 0.765 -0.721
O 2.987 -2.216 1.775
O -3.776 5.012 -6.738
O -1.035 1.441 1.385
O 0.799 -0.317 1.981
N -1.645 -1.439 -0.084
N 0.712 -0.281 -1.253
N -2.598 -0.948 0.827
C -4.066 0.838 1.283
C -0.768 -3.355 -1.159
C 0.059 -5.455 -2.075
C -3.701 3.968 -3.208
C -6.013 2.059 2.853
C 4.463 -3.953 -0.105
C 2.942 -1.073 -0.701
C -4.812 1.891 0.775
C -4.262 4.678 -5.511
C 2.451 -0.255 -3.138
C -0.016 -0.033 5.556
C -0.234 -3.531 -3.528
C -1.071 3.425 -3.861
C -4.293 0.395 2.579
C -5.263 1.004 3.360
C -1.478 3.237 -2.527
C 2.617 3.549 3.723
C 2.741 0.794 3.915
C -0.467 -0.881 6.562
C 2.986 -3.770 -0.421
C -0.717 -2.696 -2.453
C -2.826 3.523 -2.235
C 1.889 -0.909 -1.819
C 3.794 2.946 4.140
C -1.951 3.873 -4.829
C 2.275 1.260 -3.148
C -3.028 0.213 0.420
C 1.663 -0.844 -4.313
C -5.787 2.502 1.555
C -1.389 -2.679 -0.049
C 3.270 0.203 0.068
C 3.933 -0.588 -3.350
C 0.373 0.498 3.082
C -0.809 1.374 2.620
C 3.854 1.558 4.232
C -0.137 -0.390 4.217
C -1.057 -2.098 6.243
C -1.214 -2.445 4.907
C -0.760 -1.596 3.903
C 1.551 1.393 3.495
C -3.282 4.159 -4.524
C 0.138 -4.836 -3.342
C -0.404 -4.701 -1.020
C 1.502 2.779 3.401
H 1.936 -0.332 -5.244
H 4.115 -1.669 -3.322
H 4.773 -4.974 -0.338
H 0.587 -0.736 -4.146
H 1.222 1.524 -3.141
H 0.426 0.922 5.813
H 1.588 -1.917 -2.129
H -6.757 2.546 3.473
H 2.741 1.674 -4.051
H -0.040 3.218 -4.120
H -3.153 3.394 -1.212
H -2.820 4.891 -6.732
H -1.394 -2.766 7.028
H 4.771 1.073 4.548
H 4.233 -0.230 -4.339
H -1.567 3.971 -5.843
H 4.661 3.548 4.388
H 0.349 -6.489 -1.939
H -4.619 2.220 -0.237
H -5.423 0.665 4.377
H 5.092 -3.268 -0.678
H 4.641 -3.761 0.953
H -4.733 4.192 -2.966
H 0.484 -5.415 -4.193
H -0.893 -1.855 2.858
H 2.782 -3.628 -1.486
H -0.355 -0.587 7.601
H 1.473 -0.933 2.307
H 2.715 1.742 -2.273
H -0.499 -5.155 -0.033
H -3.687 -0.410 2.972
H 3.977 0.810 -0.498
H 0.583 3.256 3.077
H 2.390 -4.619 -0.085
H 3.841 -1.536 -1.098
H -1.697 -3.379 4.640
H 2.560 4.629 3.643
H 1.878 -1.913 -4.432
H -1.797 -3.250 0.786
H 2.799 -0.289 3.991
H -0.193 -3.077 -4.512
H 3.722 -0.039 1.032
H -6.366 3.325 1.151
H 2.370 0.789 0.251
H 4.578 -0.106 -2.612


2.
26
Properties=species:S:1:pos:R:3 method="wB97M-V/def2-TZVPD" mol_weight_g_mol=198.198 de_lowest_kj_mol=50.70 s2=0.765 spin_multiplicity=2 lumo_ha="-0.00283 / -0.16417" homo_energy_ev="-8.915 / -8.244" total_charge=0
O 2.864 1.889 1.390
O 3.464 3.988 1.490
O -0.604 1.974 -0.031
O 1.388 3.473 1.031
N 2.593 3.112 1.308
C -0.359 -2.121 -0.351
C -1.862 0.503 1.975
C -0.197 -3.618 -0.394
C 0.501 0.976 -2.402
C 0.055 0.087 -1.294
C -1.013 -1.534 0.746
C -1.110 -0.142 0.863
C -0.510 0.645 -0.132
C 0.135 -1.305 -1.381
H -1.252 1.215 2.544
H -2.186 -0.271 2.668
H 1.251 1.710 -2.085
H -0.289 1.557 -2.898
H -2.761 1.062 1.679
H 0.329 -3.903 -1.311
H 0.961 0.354 -3.168
H 0.211 2.392 0.383
H 0.368 -4.003 0.464
H -1.431 -2.157 1.531
H -1.162 -4.136 -0.372
H 0.614 -1.747 -2.257